# 1
Below is a cluster of 8 separate species, C43H83BrFN3O19S in total, with properties calculated with ωB97M-V/def2-TZVPD.

Results
- M (g/mol) = 1077.1
- net charge = 0
- energy (Ha) = -6353.9307
- SMILES string = [H]/N=C(/N)NCCCC[C@]1(OCC)[C@@H](C[C@H](C)Br)OC(=O)[C@@]1(F)S(C)(=O)=O.CCOC(C)=O.CCOC(C)=O.CCOC(C)=O.CCOC(C)=O.CCOC(C)=O.CCOC(C)=O.CCOC(C)=O

CARTESIAN COORDINATES (ANGSTROEM)
C: -3.02 4.80 -1.66
C: -1.69 4.01 -1.12
O: -0.58 4.31 -2.00
C: 0.62 3.57 -1.68
C: 0.66 2.62 -0.40
C: 2.02 1.80 -0.20
C: 2.01 0.81 1.08
C: 1.28 1.44 2.36
N: 1.48 0.67 3.63
C: 0.43 1.17 4.55
N: -0.65 0.43 4.77
N: 0.54 2.51 5.19
C: 1.04 2.97 -3.12
C: 0.18 1.81 -3.78
C: -1.30 2.23 -4.25
C: -1.85 1.07 -5.25
Br: -1.41 3.93 -5.25
O: 1.62 4.01 -3.99
C: 2.53 4.71 -3.10
O: 3.66 5.10 -3.38
C: 1.72 4.78 -1.68
F: 2.59 4.87 -0.53
S: 1.01 6.54 -1.67
C: 0.32 7.06 -3.30
O: 0.08 6.78 -0.50
O: 2.22 7.43 -1.42
H: -2.91 5.13 -2.74
H: -3.28 5.64 -0.93
H: -3.90 4.05 -1.59
H: -1.96 2.89 -1.23
H: -1.49 4.33 -0.05
H: 0.52 3.30 0.53
H: -0.19 1.84 -0.37
H: 2.12 1.11 -1.12
H: 2.96 2.43 -0.11
H: 3.11 0.65 1.39
H: 1.61 -0.24 0.83
H: 1.70 2.50 2.52
H: 0.16 1.52 2.11
H: 1.36 -0.33 3.42
H: -0.58 -0.45 4.22
H: 1.42 2.59 5.72
H: 0.46 3.26 4.48
H: 2.01 2.40 -2.84
H: 0.05 0.96 -3.01
H: 0.71 1.35 -4.69
H: -2.06 2.26 -3.39
H: -1.46 0.03 -4.98
H: -3.00 1.09 -5.33
H: -1.48 1.39 -6.30
H: -0.79 7.28 -3.14
H: 0.80 8.04 -3.67
H: 0.46 6.30 -4.15
O: -0.46 -1.32 0.60
C: -0.54 -2.53 0.69
O: 0.58 -3.26 0.80
C: 0.59 -4.67 1.11
C: 0.42 -5.50 -0.14
C: -1.87 -3.23 0.61
H: -0.14 -4.91 1.88
H: 1.57 -4.88 1.55
H: -0.54 -5.32 -0.62
H: 0.50 -6.57 0.09
H: 1.19 -5.25 -0.88
H: -2.12 -3.38 -0.44
H: -2.62 -2.59 1.07
H: -1.90 -4.17 1.14
O: -0.01 9.06 -7.49
C: 0.92 8.30 -7.66
O: 1.11 7.27 -6.82
C: 2.04 6.20 -7.05
C: 3.42 6.58 -6.54
C: 1.92 8.55 -8.76
H: 2.05 5.90 -8.10
H: 1.67 5.34 -6.49
H: 3.83 7.44 -7.08
H: 4.12 5.74 -6.66
H: 3.38 6.85 -5.49
H: 2.68 9.25 -8.40
H: 1.40 8.99 -9.61
H: 2.40 7.64 -9.13
O: -0.87 -3.39 9.82
C: -1.47 -2.44 9.36
O: -0.82 -1.51 8.64
C: -1.47 -0.47 7.90
C: -1.75 0.73 8.78
C: -2.93 -2.24 9.66
H: -2.36 -0.84 7.39
H: -0.77 -0.17 7.11
H: -2.44 0.48 9.59
H: -2.19 1.55 8.20
H: -0.83 1.09 9.25
H: -3.03 -1.73 10.62
H: -3.41 -3.22 9.73
H: -3.47 -1.69 8.89
O: -2.19 -0.97 -7.21
C: -1.40 -1.07 -8.12
O: -0.09 -1.23 -7.85
C: 0.90 -1.55 -8.84
C: 1.42 -0.29 -9.52
C: -1.84 -0.92 -9.55
H: 0.53 -2.28 -9.56
H: 1.72 -2.03 -8.31
H: 0.63 0.23 -10.05
H: 2.22 -0.53 -10.22
H: 1.81 0.41 -8.77
H: -1.87 0.14 -9.80
H: -2.84 -1.34 -9.64
H: -1.22 -1.45 -10.26
O: 3.70 -7.12 -0.58
C: 4.24 -6.55 -1.50
O: 3.53 -6.21 -2.59
C: 4.02 -5.36 -3.65
C: 4.78 -6.17 -4.68
C: 5.72 -6.30 -1.49
H: 4.60 -4.53 -3.25
H: 3.13 -4.92 -4.12
H: 5.67 -6.64 -4.24
H: 5.10 -5.54 -5.51
H: 4.16 -6.98 -5.07
H: 6.24 -7.19 -1.86
H: 6.03 -6.10 -0.47
H: 6.02 -5.43 -2.08
O: -4.04 0.35 12.22
C: -4.07 1.56 12.32
O: -3.83 2.33 11.25
C: -4.03 3.75 11.21
C: -2.81 4.48 11.73
C: -4.27 2.21 13.66
H: -4.94 4.03 11.74
H: -4.18 4.01 10.16
H: -2.61 4.24 12.78
H: -2.94 5.56 11.64
H: -1.92 4.19 11.17
H: -3.32 2.27 14.18
H: -4.96 1.59 14.25
H: -4.73 3.19 13.60
O: -0.88 -7.34 1.90
C: -1.07 -8.50 1.59
O: -2.33 -8.97 1.47
C: -2.66 -10.25 0.93
C: -2.59 -11.33 1.99
C: 0.08 -9.44 1.42
H: -2.04 -10.48 0.06
H: -3.69 -10.17 0.56
H: -1.58 -11.44 2.39
H: -2.91 -12.29 1.59
H: -3.24 -11.07 2.83
H: 0.36 -9.84 2.39
H: 0.93 -8.89 1.00
H: -0.12 -10.26 0.73



# 2
Below is a cluster of 2 separate species, C6H12 in total, with properties calculated with ωB97M-V/def2-TZVPD.

Results
- M (g/mol) = 84.2
- energy relative to the best compared isomer or geometry (same formula, charge and spin) (kcal per mole) = 51.4
- net charge = 0
- SMILES string = C=CC.C=CC

CARTESIAN COORDINATES (ANGSTROEM)
C: 0.02 -2.04 -1.20
C: 1.20 -1.43 -0.49
C: 1.68 -0.25 -0.83
H: -0.89 -1.95 -0.60
H: -0.09 -1.50 -2.15
H: 0.17 -3.10 -1.41
H: 1.45 -2.01 0.40
H: 2.54 0.27 -0.44
H: 1.31 0.11 -1.79
C: 0.04 1.97 0.63
C: -0.80 1.02 1.46
C: -2.01 0.66 1.01
H: 1.10 1.71 0.58
H: -0.20 1.93 -0.43
H: -0.04 2.93 1.15
H: -0.43 0.68 2.41
H: -2.58 -0.05 1.60
H: -2.47 1.03 0.11



What is the M in the first record?
1077.1 g/mol